56
Properties=species:S:1:pos:R:3:forces:R:3:mulliken_spin:R:1 method="wB97M-V/def2-TZVPD" charge=0 largest_force_ev_per_a=5.692 lumo_ev="-1.95 / -5.37" spin_multiplicity=5 relative_energy_kj_mol=215.91
H 2.4771 1.2723 -5.7478 -0.1 0.1 0.0 0.030
O 1.6678 6.8373 -1.4618 -0.2 -0.8 -0.2 0.010
Fe -1.0061 -0.3377 1.7981 1.8 1.6 -1.5 1.339
C 0.1218 4.2605 -4.9288 0.2 0.1 -0.7 0.022
C 2.9929 6.2851 -1.3495 0.3 0.5 0.4 0.041
H 3.9388 8.2319 -1.1693 -0.1 -0.2 0.1 0.000
C 3.8373 7.3132 -0.5849 -0.4 -0.3 -0.1 0.001
C 3.5875 5.9622 -2.7184 -0.1 0.0 0.1 -0.011
H 0.2602 2.9059 2.2436 0.0 0.0 -0.3 -0.009
C 0.0935 3.6237 -2.4653 -0.8 -0.4 0.0 -0.091
H 1.7470 2.4298 1.4333 -0.3 -0.1 0.0 0.033
H 4.5958 5.5533 -2.5707 -0.3 0.1 -0.1 0.001
C -0.0062 2.0520 0.2918 0.0 0.7 0.5 0.395
C 1.4184 2.3374 -4.1917 0.3 -0.1 -0.7 -0.012
O 1.3128 3.4348 -8.7750 -0.2 0.3 -0.1 0.188
O -2.7479 0.7574 3.8396 2.5 -0.6 -1.7 0.022
C 0.6681 5.9619 -1.8411 -0.4 1.8 -0.3 -0.003
H 3.5579 -2.2809 2.4380 -0.1 0.4 -0.1 0.000
H -0.7141 0.7493 -1.2682 0.1 0.1 0.4 0.000
H 3.6731 -1.3690 0.8931 0.0 0.1 0.4 0.000
H 3.6993 -0.4800 2.4739 -0.1 -0.3 -0.2 0.001
C 0.9319 4.5402 -1.6881 0.3 0.3 -0.8 0.461
C 0.5466 3.3999 -3.9059 0.2 0.2 0.7 0.321
O -0.3727 6.4132 -2.2840 1.0 -0.6 0.7 0.145
C -0.8911 -1.8118 2.6958 -0.3 -4.5 3.4 -0.028
C 0.6913 2.1302 1.5972 -0.8 0.2 0.4 0.053
H 3.6573 6.8875 -3.3044 -0.1 -0.3 0.1 0.000
C -2.2948 -0.9970 0.7715 -5.5 -0.9 -0.9 -0.035
O 2.4576 1.6834 -8.1144 0.3 -0.4 0.2 0.182
H 0.3866 -1.3409 -0.3066 -0.1 0.5 0.0 0.013
C -1.9313 0.4192 3.0852 -3.7 1.1 2.3 -0.062
H -0.4407 2.9720 -0.1020 0.2 -0.5 -0.1 -0.045
H 0.2123 4.6812 -7.0528 0.1 -0.1 0.1 0.028
O -3.3161 -1.3605 0.3547 3.2 0.7 0.6 0.056
C 1.3767 2.9529 -6.5219 0.4 -0.4 -1.7 0.076
H 0.1203 2.6623 -1.9521 -0.1 0.0 -0.3 0.044
H 0.9058 0.7721 3.3540 0.4 0.0 -0.4 -0.003
C 0.3303 -0.4004 0.2509 1.7 0.9 -1.2 0.202
N 1.7355 2.6776 -7.8704 -0.3 0.3 1.2 0.137
C 2.1573 4.1036 -1.0753 1.4 -0.4 0.4 0.055
H -0.9205 4.0481 -2.4591 0.1 -0.3 0.0 0.010
O 2.9434 5.0988 -0.5193 -0.5 -0.4 -0.8 0.020
H 2.9810 5.2305 -3.2721 0.2 0.2 0.1 0.008
C -0.1918 0.8282 -0.3077 -0.1 -1.3 -0.7 -0.008
H -0.5257 5.1050 -4.6768 0.2 -0.2 -0.2 0.014
O -1.0380 -2.7338 3.3860 0.6 2.1 -1.8 -0.003
C 0.5360 4.0437 -6.2385 -0.6 0.5 0.8 0.101
H 1.7770 1.7116 -3.3718 -0.1 0.1 -0.2 0.013
C 3.2963 -1.3472 1.9274 0.0 0.5 -0.2 0.001
H 4.8304 6.9033 -0.3846 -0.2 0.0 -0.1 0.000
O 1.8601 -1.3332 1.9218 -1.6 0.1 -0.3 0.010
C 1.8302 2.1034 -5.4973 0.0 -0.3 1.1 0.106
C 0.6398 0.7900 2.2956 1.7 -0.2 0.1 0.109
H 3.3443 7.5425 0.3641 0.1 0.0 -0.1 -0.001
O 2.5337 2.9437 -1.0290 -0.6 0.6 0.4 0.171
C 1.0827 -0.2887 1.4642 0.3 -0.7 1.5 -0.106